Molecular formula: C4H6INS
Method: DFT, ωB97M-V/def2-TZVPD

Computed properties:
SMILES string: C#CS[C@@H](C)NI
E (hartree): -906.5180
Relative energy (zero: lowest compared OMol25 entry of this formula, charge and spin) (eV): 2.845
Highest occupied orbital energy (Ha): -0.322
Frontier orbital gap (eV): 8.23
LUMO energy (eV): -0.52
F_max (eV/Å): 2.8

Structure (ORCA input):
```
! RIJCOSX wB97M-V def2-TZVPD def2/J DEFGRID3
* xyz 0 1
H -0.015 -0.212 1.644
N -1.704 0.306 -1.298
H 0.301 1.284 0.637
S 0.747 -1.082 -1.250
I -3.522 0.873 -0.384
C -0.444 0.459 0.939
H 4.197 -0.765 0.352
H -1.359 -1.287 -0.088
H -1.270 0.671 1.551
C -0.843 -0.310 -0.258
C 2.104 -0.635 -0.380
H -1.379 1.209 -1.603
C 3.186 -0.509 0.137
*
```